A structure of composition CdH10O5, computed with ωB97M-V/def2-TZVPD.

Calculated values
Net charge = +2
Spin multiplicity = 1

```
16
Properties=species:S:1:pos:R:3:nbo_charge:R:1
Cd -0.01 -0.16 0.28 1.80
O -0.41 -2.21 -0.51 -1.02
H 0.01 -2.91 -1.02 0.54
H -1.26 -2.59 -0.25 0.52
O 2.21 -0.16 0.18 -1.02
H 2.64 -1.01 0.01 0.52
H 2.92 0.39 0.53 0.53
O 0.30 1.73 1.42 -1.02
H -0.30 2.46 1.60 0.53
H 1.13 2.00 1.83 0.53
O -2.14 0.04 0.62 -1.02
H -2.85 -0.59 0.45 0.53
H -2.57 0.77 1.08 0.53
O 0.03 0.51 -1.78 -1.02
H 0.79 0.49 -2.37 0.53
H -0.49 1.26 -2.08 0.53
```

A cluster of 2 separate species, C10H10N2 in total, computed with ωB97M-V/def2-TZVPD.

Calculated values
SMILES = c1ccncc1.c1ccncc1
Spin multiplicity = 1

```
22
Properties=species:S:1:pos:R:3:nbo_charge:R:1
C 2.20 0.83 -0.76 -0.20
C 1.69 -0.41 -1.27 -0.25
C 1.61 -1.42 -0.46 0.06
N 1.83 -1.24 0.88 -0.45
C 2.28 -0.14 1.34 0.05
C 2.60 1.01 0.53 -0.30
H 2.20 1.86 -1.33 0.22
H 1.42 -0.54 -2.28 0.22
H 1.43 -2.54 -0.59 0.21
H 2.22 -0.05 2.41 0.18
H 3.00 2.02 0.95 0.23
C -3.14 0.49 0.34 -0.17
C -2.06 1.28 -0.01 -0.26
C -0.82 0.74 -0.37 0.04
N -0.62 -0.55 -0.45 -0.45
C -1.66 -1.29 -0.16 0.05
C -2.91 -0.88 0.33 -0.26
H -4.06 0.91 0.70 0.22
H -2.02 2.38 0.11 0.22
H 0.05 1.48 -0.36 0.21
H -1.46 -2.40 -0.12 0.18
H -3.79 -1.53 0.56 0.23
```

The ion C7H10I2NSi with charge +1, computed with ωB97M-V/def2-TZVPD.

Calculated values
Net charge = +1
SMILES = [NH3+]C[Si](I)(I)c1ccccc1
Spin multiplicity = 1

```
21
Properties=species:S:1:pos:R:3:nbo_charge:R:1
N -2.18 -1.10 2.36 -0.70
C -0.98 -0.66 1.61 -0.61
Si -1.63 0.16 -0.26 1.08
I -3.06 -1.73 -1.03 -0.13
I -3.06 1.99 0.59 -0.12
C -0.09 0.57 -1.24 -0.60
C -0.16 1.26 -2.45 -0.17
C 0.99 1.57 -3.15 -0.19
C 2.22 1.18 -2.65 -0.16
C 2.31 0.48 -1.46 -0.21
C 1.16 0.17 -0.76 -0.12
H -2.78 -0.29 2.59 0.45
H -1.93 -1.59 3.23 0.44
H -2.74 -1.75 1.77 0.45
H -0.34 -1.52 1.43 0.24
H -0.45 0.09 2.18 0.24
H -1.12 1.56 -2.84 0.22
H 0.92 2.11 -4.08 0.23
H 3.13 1.43 -3.20 0.23
H 3.27 0.17 -1.08 0.23
H 1.24 -0.36 0.17 0.20
```

The molecule C3H11N2, computed with ωB97M-V/def2-TZVPD.

Calculated values
Spin multiplicity = 2

```
16
Properties=species:S:1:pos:R:3:lowdin_spin:R:1
N -1.49 0.36 -0.86 0.24
C -0.31 1.20 -0.44 0.14
C 0.33 0.64 0.84 0.03
N 0.32 -0.81 0.84 0.02
C 1.26 -1.37 -0.13 0.04
H -2.40 0.85 -0.80 0.13
H -1.36 0.10 -1.89 0.20
H -1.53 -0.42 -0.15 0.07
H 0.36 1.07 -1.29 0.05
H -0.49 2.25 -0.27 0.03
H 1.35 1.00 1.02 0.00
H -0.16 1.17 1.66 0.01
H 0.42 -1.37 1.67 0.00
H 2.15 -0.74 -0.30 0.00
H 0.88 -1.31 -1.16 0.03
H 1.61 -2.37 0.12 0.00
```

A cluster of 7 separate species, C28H77N7O7 in total, computed with ωB97M-V/def2-TZVPD.

Calculated values
SMILES = COC[C@H](C)N.COC[C@H](C)N.COC[C@H](C)N.COC[C@H](C)N.COC[C@H](C)N.COC[C@H](C)N.COC[C@H](C)N
Spin multiplicity = 1

```
119
Properties=species:S:1:pos:R:3:lowdin_charge:R:1
C -0.24 5.35 -0.68 -0.09
O -1.03 5.63 -1.82 -0.17
C -0.58 6.75 -2.57 -0.20
C -1.36 7.99 -2.11 -0.44
C -2.86 7.99 -2.33 -0.07
N -0.72 9.18 -2.73 0.03
H 0.82 5.29 -0.92 0.05
H -0.47 4.31 -0.43 0.09
H -0.38 6.02 0.17 0.08
H 0.48 6.96 -2.43 0.10
H -0.85 6.62 -3.62 0.13
H -1.21 8.05 -1.02 0.12
H -3.39 7.14 -1.88 0.08
H -3.21 8.04 -3.36 0.08
H -3.22 8.86 -1.76 0.08
H -1.02 10.03 -2.26 0.07
H -1.15 9.27 -3.65 0.07
C 2.96 4.86 1.15 -0.12
O 2.42 6.02 1.72 -0.17
C 2.91 7.21 1.16 -0.20
C 2.17 8.36 1.89 -0.44
C 0.66 8.29 1.74 -0.07
N 2.65 9.72 1.57 0.03
H 2.78 4.01 1.81 0.09
H 4.05 4.82 1.02 0.09
H 2.49 4.62 0.19 0.05
H 3.98 7.40 1.30 0.12
H 2.60 7.31 0.11 0.13
H 2.34 8.31 2.97 0.14
H 0.31 8.46 0.72 0.06
H 0.20 9.04 2.40 0.08
H 0.25 7.33 2.06 0.07
H 3.66 9.63 1.51 0.06
H 2.40 10.01 0.62 0.07
C 2.80 5.09 -3.02 -0.12
O 4.07 5.15 -2.38 -0.19
C 4.67 3.89 -2.03 -0.18
C 4.52 2.68 -2.98 -0.45
C 5.32 1.51 -2.43 -0.07
N 4.98 3.00 -4.33 0.04
H 2.29 6.04 -2.88 0.07
H 2.12 4.26 -2.80 0.09
H 2.95 4.99 -4.10 0.08
H 5.67 4.25 -1.78 0.13
H 4.16 3.52 -1.12 0.10
H 3.47 2.44 -3.14 0.12
H 5.00 1.14 -1.45 0.07
H 6.37 1.77 -2.26 0.08
H 5.25 0.67 -3.11 0.08
H 4.47 3.81 -4.65 0.04
H 5.97 3.21 -4.38 0.08
C -8.84 -5.18 -0.04 -0.11
O -8.45 -3.95 -0.61 -0.18
C -7.31 -3.37 -0.04 -0.24
C -7.26 -1.91 -0.42 -0.44
C -5.94 -1.29 0.03 -0.08
N -8.36 -1.16 0.18 0.04
H -9.87 -5.41 -0.28 0.09
H -8.61 -5.22 1.03 0.08
H -8.22 -6.00 -0.45 0.09
H -7.33 -3.44 1.06 0.12
H -6.35 -3.84 -0.34 0.13
H -7.29 -1.78 -1.51 0.14
H -5.73 -1.50 1.09 0.08
H -5.86 -0.21 -0.03 0.08
H -5.07 -1.79 -0.42 0.06
H -8.34 -1.15 1.19 0.07
H -9.23 -1.60 -0.12 0.07
C -1.08 -10.02 1.65 -0.12
O -0.33 -9.30 0.70 -0.20
C -1.00 -8.13 0.25 -0.21
C -0.25 -7.59 -0.95 -0.42
C 1.25 -7.54 -0.76 -0.05
N -0.75 -6.27 -1.40 0.04
H -2.07 -10.37 1.35 0.09
H -1.18 -9.42 2.57 0.09
H -0.44 -10.86 1.95 0.09
H -2.08 -8.21 0.14 0.13
H -0.91 -7.41 1.08 0.11
H -0.55 -8.22 -1.80 0.14
H 1.76 -7.02 -1.57 0.08
H 1.72 -8.48 -0.49 0.08
H 1.44 -6.86 0.09 0.07
H -0.02 -5.57 -1.40 0.06
H -1.14 -6.32 -2.33 0.06
C -1.36 -2.48 -0.33 -0.10
O -0.57 -1.53 0.36 -0.19
C 0.02 -0.54 -0.44 -0.23
C 1.18 0.16 0.28 -0.41
C 1.61 1.36 -0.55 -0.06
N 2.28 -0.81 0.54 0.04
H -1.27 -2.52 -1.42 0.09
H -2.39 -2.14 -0.11 0.08
H -1.31 -3.47 0.12 0.06
H 0.43 -0.89 -1.40 0.13
H -0.77 0.19 -0.69 0.13
H 0.89 0.46 1.29 0.14
H 2.22 1.02 -1.39 0.07
H 2.24 1.99 0.09 0.06
H 0.79 2.04 -0.79 0.07
H 2.01 -1.62 -0.03 0.06
H 2.21 -1.20 1.47 0.06
C 0.15 -4.83 2.60 -0.08
O 1.02 -5.95 2.68 -0.20
C 2.02 -5.78 3.63 -0.25
C 2.94 -6.98 3.74 -0.44
C 2.15 -8.29 3.74 -0.06
N 3.79 -6.88 4.91 0.03
H 0.68 -3.93 2.30 0.08
H -0.28 -4.70 3.60 0.09
H -0.61 -5.06 1.85 0.07
H 2.58 -4.84 3.49 0.13
H 1.57 -5.60 4.63 0.12
H 3.51 -6.92 2.80 0.14
H 2.78 -9.10 4.10 0.07
H 1.89 -8.60 2.72 0.07
H 1.18 -8.19 4.23 0.08
H 4.31 -7.70 5.18 0.06
H 3.26 -6.57 5.71 0.07
```

A structure of composition C61H55BrCaCl2N4O5SSi, computed with ωB97M-V/def2-TZVPD.

Calculated values
Net charge = -2
Spin multiplicity = 1

```
131
Properties=species:S:1:pos:R:3:lowdin_charge:R:1
Ca 0.11 -0.15 -0.07 1.43
C -0.95 -2.67 -4.76 -0.13
C -2.01 -3.57 -4.59 -0.13
C -2.41 -3.93 -3.32 -0.05
C -1.77 -3.44 -2.16 -0.12
C -0.66 -2.61 -2.38 -0.19
C -0.28 -2.21 -3.65 -0.05
C -2.17 -3.72 -0.82 -0.21
C -3.06 -4.70 -0.45 -0.09
C -3.43 -4.93 0.87 -0.11
C -2.95 -4.04 1.88 -0.19
C -3.41 -4.11 3.21 -0.08
C -2.99 -3.22 4.18 -0.14
C -2.10 -2.21 3.85 -0.12
C -1.64 -2.11 2.53 -0.06
C -2.01 -3.02 1.55 -0.13
N -1.51 -2.92 0.21 0.08
H -0.66 -2.36 -5.76 0.08
H -2.52 -3.97 -5.45 0.08
H -3.26 -4.60 -3.20 0.09
H 0.55 -1.52 -3.72 0.06
H -3.48 -5.32 -1.23 0.09
H -4.12 -5.72 1.12 0.06
H -4.12 -4.89 3.46 0.09
H -3.36 -3.30 5.20 0.08
H -1.77 -1.49 4.58 0.07
H -0.95 -1.32 2.27 0.07
Br 3.31 -1.66 -4.84 0.71
C 3.25 0.00 -3.89 -0.80
C 4.36 0.83 -3.98 -0.15
C 4.27 2.05 -3.33 -0.06
C 3.10 2.36 -2.65 0.00
C 2.07 1.44 -2.62 -0.16
N 2.15 0.26 -3.23 0.13
C 0.78 1.82 -1.90 -0.65
O 0.70 2.97 -1.48 0.02
O -0.14 0.93 -1.82 -0.29
H 5.24 0.53 -4.53 0.09
H 5.10 2.74 -3.37 0.10
H 2.96 3.31 -2.16 0.12
C 1.20 1.38 1.54 -0.33
Si 0.00 2.14 2.67 0.58
C -1.81 1.56 2.37 -0.23
N -2.10 1.44 0.94 -0.22
C -2.22 2.77 0.30 -0.18
C -3.66 3.14 -0.09 -0.19
C -4.64 2.69 0.99 -0.20
C -4.59 1.16 1.16 -0.17
C -3.26 0.59 0.63 -0.18
C 0.02 4.05 2.71 -0.24
C -1.00 4.82 3.26 -0.13
C -0.92 6.21 3.34 -0.11
C 0.20 6.86 2.85 -0.12
C 1.22 6.12 2.27 -0.10
C 1.13 4.73 2.21 -0.09
C 0.21 1.65 4.50 -0.21
C 0.11 2.52 5.58 -0.10
C 0.18 2.06 6.89 -0.11
C 0.37 0.71 7.15 -0.12
C 0.49 -0.17 6.09 -0.10
C 0.41 0.30 4.78 -0.12
H 2.07 1.00 2.09 -0.04
H 1.56 2.13 0.83 -0.05
H -2.54 2.19 2.90 0.08
H -1.89 0.57 2.82 0.07
H -1.57 2.81 -0.58 0.07
H -1.86 3.52 1.00 0.10
H -3.93 2.67 -1.04 0.07
H -3.71 4.22 -0.23 0.11
H -5.66 3.01 0.73 0.10
H -4.38 3.18 1.93 0.10
H -5.40 0.68 0.62 0.11
H -4.71 0.90 2.21 0.10
H -3.31 0.46 -0.45 0.10
H -3.10 -0.40 1.06 0.11
H -1.89 4.33 3.65 0.10
H -1.73 6.78 3.79 0.09
H 0.27 7.94 2.90 0.09
H 2.10 6.62 1.87 0.09
H 1.93 4.16 1.76 0.09
H -0.03 3.58 5.41 0.08
H 0.09 2.76 7.72 0.09
H 0.42 0.35 8.17 0.09
H 0.65 -1.23 6.27 0.10
H 0.52 -0.41 3.96 0.07
C -3.79 2.34 -3.91 -0.23
S -2.41 1.53 -3.00 0.91
O -2.65 0.09 -3.24 -0.48
C -1.21 2.11 -4.22 -0.38
C -0.67 1.19 -5.09 -0.06
C 0.34 1.58 -5.96 -0.08
C 0.80 2.89 -5.94 -0.10
C 0.23 3.82 -5.08 -0.09
C -0.78 3.43 -4.21 -0.09
H -3.76 2.00 -4.94 0.05
H -3.68 3.42 -3.84 0.04
H -4.72 2.03 -3.43 0.04
H -1.03 0.16 -5.05 0.10
H 0.79 0.86 -6.63 0.10
H 1.61 3.19 -6.59 0.09
H 0.58 4.84 -5.07 0.10
H -1.20 4.14 -3.51 0.11
Cl 4.69 -1.52 -1.65 0.78
C 4.86 -1.28 0.06 -0.55
C 5.84 -0.39 0.47 -0.13
C 5.92 -0.01 1.80 -0.11
C 4.99 -0.50 2.71 -0.13
C 4.05 -1.42 2.29 -0.58
Cl 2.93 -2.04 3.46 0.74
C 3.96 -1.88 0.96 -0.28
N 2.99 -2.80 0.64 0.08
C 3.09 -3.90 -0.20 -0.21
C 4.33 -4.45 -0.55 -0.08
C 4.42 -5.53 -1.41 -0.12
C 3.26 -6.08 -1.94 -0.12
C 2.03 -5.60 -1.52 -0.04
C 1.91 -4.54 -0.62 -0.12
C 0.54 -4.27 -0.04 0.00
C -0.04 -2.84 -0.02 -0.60
O 0.13 -2.18 -1.32 -0.08
O 0.58 -2.05 0.86 -0.31
H 6.51 0.03 -0.26 0.09
H 6.68 0.69 2.13 0.09
H 5.00 -0.19 3.74 0.10
H 2.02 -2.58 0.98 0.06
H 5.23 -4.03 -0.12 0.10
H 5.39 -5.93 -1.66 0.09
H 3.32 -6.90 -2.65 0.08
H 1.13 -6.05 -1.90 0.11
H 0.53 -4.57 1.02 0.15
H -0.17 -4.91 -0.56 0.11
```

The molecule C2H6N2, computed with ωB97M-V/def2-TZVPD.

Calculated values
SMILES = CC1NN1
Spin multiplicity = 1

```
10
Properties=species:S:1:pos:R:3:nbo_charge:R:1
C 0.66 -1.01 0.02 -0.64
C 0.26 0.42 -0.16 0.06
N -1.06 0.70 -0.62 -0.48
N -0.82 1.03 0.78 -0.46
H -0.21 -1.60 0.31 0.22
H 1.43 -1.10 0.78 0.22
H 1.04 -1.41 -0.92 0.22
H 1.06 1.13 -0.37 0.18
H -1.13 1.56 -1.16 0.35
H -1.23 0.29 1.34 0.33
```

A structure of composition C20H18BrN3O3, computed with ωB97M-V/def2-TZVPD.

Calculated values
Spin multiplicity = 1

```
45
Properties=species:S:1:pos:R:3:nbo_charge:R:1
O 2.69 -0.58 -1.13 -0.54
C 3.52 -0.24 -0.50 0.84
O 3.90 -0.94 0.69 -0.71
H 4.68 -0.37 1.12 0.49
C 4.47 1.03 -0.93 -0.48
H 5.43 0.94 -1.12 0.21
C 3.71 2.17 -1.85 -0.41
H 4.40 2.67 -2.09 0.21
C 2.48 2.48 -1.21 0.63
O 2.36 3.59 -0.69 -0.61
N 1.29 1.76 -1.23 -0.64
H 1.51 0.79 -1.73 0.41
C 0.07 2.13 -1.10 -0.23
C -0.86 0.97 -0.46 -0.08
C -1.73 0.33 -1.35 -0.07
N -2.31 -0.48 -0.63 -0.09
N -1.72 -0.71 0.36 -0.25
C -0.77 0.25 0.60 0.05
C -0.03 0.06 1.86 0.00
C 1.24 0.93 1.92 -0.20
C 2.12 0.72 2.99 -0.18
C 1.61 0.28 4.30 -0.14
C 0.32 -0.49 4.22 -0.17
C -0.43 -0.32 3.06 -0.21
H -1.27 -1.24 3.03 0.21
H -0.06 -1.06 4.97 0.21
H 2.25 0.17 4.85 0.14
Br 3.70 1.52 3.15 0.11
H 1.69 1.48 0.99 0.23
C -3.40 -1.44 -1.08 0.17
C -3.60 -2.71 -0.18 -0.19
C -4.50 -3.59 -0.66 -0.24
C -5.41 -3.27 -1.72 -0.17
C -5.06 -2.11 -2.64 -0.17
C -4.07 -1.22 -2.22 -0.24
H -4.04 -0.43 -2.60 0.18
H -5.66 -2.11 -3.44 0.20
H -6.27 -3.73 -1.96 0.20
H -4.78 -4.37 0.03 0.22
H -2.95 -2.71 0.78 0.27
H -2.29 0.88 -2.34 0.21
H -0.56 2.98 -1.50 0.24
H 0.24 2.91 -0.05 0.20
H 3.52 1.42 -2.78 0.21
H 4.60 1.66 0.27 0.19
```

The molecule C5H12N2O2, computed with ωB97M-V/def2-TZVPD.

Calculated values
SMILES = CC(=O)[C@@H](C)N(C)ON
Spin multiplicity = 1

```
21
Properties=species:S:1:pos:R:3:nbo_charge:R:1
C 0.85 0.31 -2.12 -0.73
C 0.56 1.04 -0.83 0.64
O 1.09 2.11 -0.57 -0.57
C -0.74 0.58 0.01 -0.18
C -1.77 -0.12 -0.88 -0.61
N -0.31 -0.28 1.09 -0.16
C -0.18 0.41 2.36 -0.43
O 1.22 -0.52 0.69 -0.33
N 1.57 -1.88 0.49 -0.49
H 0.83 -0.77 -2.00 0.23
H 1.84 0.60 -2.49 0.24
H 0.10 0.58 -2.87 0.23
H -1.19 1.51 0.37 0.21
H -2.05 0.53 -1.71 0.21
H -1.39 -1.06 -1.28 0.21
H -2.68 -0.34 -0.31 0.22
H 0.44 1.31 2.30 0.21
H -1.18 0.71 2.72 0.21
H 0.24 -0.26 3.11 0.21
H 0.66 -2.34 0.57 0.35
H 2.10 -2.11 1.33 0.34
```

| no. | total energy (Ha) |
| --- | --- |
| 1 | -549.351527 |
| 2 | -496.466307 |
| 3 | -1212.216552 |
| 4 | -230.259539 |
| 5 | -2022.777540 |
| 6 | -7812.589097 |
| 7 | -189.241338 |
| 8 | -3736.359652 |
| 9 | -457.561339 |